This record from the OMol25 dataset describes a cluster of 9 separate species, H18O9 in total in a non-equilibrium geometry. The level of theory is the ωB97M-V functional and the def2-TZVPD basis.

Geometry as ORCA input:
```
! wB97M-V def2-TZVPD RIJCOSX def2/J DEFGRID3
* xyz 0 1
O -1.45 2.98 -0.25
O 5.54 -0.18 1.08
O -2.54 -0.18 2.62
O 0.91 -0.26 -0.17
O -4.49 -1.01 0.51
O -3.76 1.69 -1.47
O -0.24 -3.82 -0.69
O 3.14 4.16 -0.42
O 2.01 -3.49 -0.80
H 2.61 -3.57 -1.55
H -3.89 -0.46 0.00
H 2.48 -2.91 -0.19
H -1.01 -3.73 -0.12
H -1.65 2.21 0.29
H -4.18 1.23 -0.74
H 2.22 3.88 -0.37
H -2.01 0.46 3.10
H 3.64 3.36 -0.23
H -0.58 -3.68 -1.58
H -1.97 -0.47 1.90
H 6.36 -0.62 1.33
H 0.18 0.21 -0.60
H -0.57 2.81 -0.59
H -2.96 1.18 -1.65
H 1.68 0.28 -0.35
H 5.81 0.41 0.37
H -5.30 -0.50 0.55
*
```

For the HOMO energy, the calculation gives -10.470 eV. The relative energy (zero: lowest compared OMol25 entry of this formula, charge and spin) is 410.7 kJ/mol. The gap between HOMO and LUMO is 9.943 eV. The calculation puts the LUMO energy at -0.528 eV. As for the SMILES: O.O.O.O.O.O.O.O.O. As for the electronic energy: -687.869377 hartree.

This record from the OMol25 dataset describes a structure of composition H18O9Sn in a non-equilibrium geometry. The level of theory is the ωB97M-V functional and the def2-TZVPD basis.

Geometry as ORCA input:
```
! wB97M-V def2-TZVPD RIJCOSX def2/J DEFGRID3
* xyz 2 1
Sn 0.13 -0.06 0.07
O 1.60 -1.44 1.53
O 2.16 1.34 0.85
O -0.85 -1.76 -1.56
O -0.41 2.68 -0.23
O -1.40 -2.10 1.36
O -2.49 0.51 0.11
O 2.09 -1.32 -1.30
O 0.17 0.90 -2.42
O -0.50 1.28 2.31
H 1.44 -2.20 2.12
H -0.33 -2.22 -2.22
H -0.64 1.42 -2.76
H -0.98 0.79 2.94
H -2.23 -1.69 1.61
H -0.93 2.10 2.40
H 2.52 -1.28 1.63
H 0.15 3.27 -0.73
H -3.06 -0.19 -0.13
H 2.58 -0.92 -2.03
H -1.68 -2.83 0.79
H 2.54 -2.16 -1.09
H 0.33 0.24 -3.07
H -0.95 3.19 0.35
H 2.07 2.22 1.26
H -1.76 -2.05 -1.60
H -2.60 1.04 -0.65
H 3.03 1.24 0.44
*
```

For the HOMO energy, the calculation gives -16.764 eV. The relative energy (zero: lowest compared OMol25 entry of this formula, charge and spin) is 5.0 kJ/mol. The gap between HOMO and LUMO is 10.647 eV. The calculation puts the LUMO energy at -6.118 eV. As for the electronic energy: -901.728663 hartree.

This record from the OMol25 dataset describes a cluster of 9 separate species, H19O9 in total in a non-equilibrium geometry. The level of theory is the ωB97M-V functional and the def2-TZVPD basis.

Geometry as ORCA input:
```
! wB97M-V def2-TZVPD RIJCOSX def2/J DEFGRID3
* xyz 1 1
O -0.38 1.04 0.32
O 2.21 0.33 -0.50
O -2.24 1.64 -1.73
O 3.48 -0.38 1.93
O -2.02 3.52 0.87
O -1.35 -1.91 -0.13
O -0.25 -1.43 2.68
O 1.11 -1.93 0.12
O -0.65 -0.66 -3.65
H -2.27 2.83 0.23
H 0.98 -1.66 1.06
H -3.13 1.65 -2.09
H 3.12 -1.02 2.55
H -1.71 0.85 -1.58
H 0.58 1.16 0.38
H 4.38 -0.67 1.77
H -0.68 1.91 0.04
H -1.70 -1.06 -0.38
H -1.77 -2.04 0.73
H 0.54 -0.88 2.75
H -1.19 -1.46 -3.57
H 3.00 -0.06 -0.12
H -2.15 4.31 0.34
H -1.32 0.02 -3.77
H -0.44 -1.70 3.58
H 0.08 -1.71 -0.15
H 2.20 0.37 -1.46
H 1.60 -1.08 -0.24
*
```

For the HOMO energy, the calculation gives -13.967 eV. The relative energy (zero: lowest compared OMol25 entry of this formula, charge and spin) is 240.1 kJ/mol. The gap between HOMO and LUMO is 10.651 eV. The calculation puts the LUMO energy at -3.316 eV. As for the electronic energy: -688.285283 hartree.

This record from the OMol25 dataset describes an isolated molecule of H2. The level of theory is the ωB97M-V functional and the def2-TZVPD basis.

Geometry as ORCA input:
```
! wB97M-V def2-TZVPD RIJCOSX def2/J DEFGRID3
* xyz 0 1
H -0.32 0.14 -0.12
H 0.32 -0.14 0.12
*
```

For the HOMO energy, the calculation gives -14.531 eV. The relative energy (zero: lowest compared OMol25 entry of this formula, charge and spin) is 0.1 kJ/mol. The gap between HOMO and LUMO is 17.136 eV. The calculation puts the LUMO energy at 2.605 eV. As for the SMILES: [H][H]. As for the electronic energy: -1.160839 hartree.

This record from the OMol25 dataset describes a structure of composition H20HfO10. The level of theory is the ωB97M-V functional and the def2-TZVPD basis.

Geometry as ORCA input:
```
! wB97M-V def2-TZVPD RIJCOSX def2/J DEFGRID3
* xyz 3 2
Hf 0.06 0.02 -0.04
O -1.48 -1.79 -1.37
O -0.48 0.50 -2.34
O 1.54 1.83 1.59
O -0.93 -1.82 1.26
O -0.79 0.64 2.11
O 1.27 -1.78 -1.24
O -2.30 0.27 -0.01
O 1.63 -0.92 1.39
O -0.27 2.30 -0.39
O 2.12 0.80 -1.07
H -1.68 -1.96 1.84
H -0.36 2.89 0.36
H 0.00 0.87 -3.07
H 1.28 -1.45 2.10
H 1.28 2.21 2.43
H -0.72 0.16 2.94
H 2.17 -2.06 -1.09
H 2.19 2.43 1.24
H 2.82 1.34 -0.70
H -0.59 -2.70 1.09
H -2.91 -0.42 0.24
H 0.89 -2.47 -1.79
H 2.51 0.41 -1.86
H -2.85 1.04 -0.15
H -2.29 -2.24 -1.14
H -1.44 -1.84 -2.33
H -1.40 0.54 -2.61
H 2.58 -1.00 1.47
H -0.42 2.86 -1.15
H -1.44 1.32 2.28
*
```

For the HOMO energy (spin up / spin down), the calculation gives -16.203 / -21.871 eV. The gap between HOMO and LUMO (spin up / spin down) is 6.535 / 12.210 eV. The calculation puts the LUMO energy (spin up / spin down) at -9.669 / -9.661 eV. As for the electronic energy: -811.479627 hartree.

This record from the OMol25 dataset describes a cluster of 10 separate species, H20O10 in total. The level of theory is the ωB97M-V functional and the def2-TZVPD basis.

Geometry as ORCA input:
```
! wB97M-V def2-TZVPD RIJCOSX def2/J DEFGRID3
* xyz 0 1
O 6.95 -2.47 1.67
O -0.02 0.51 -0.25
O 0.19 5.42 3.41
O -4.83 3.19 2.51
O -1.13 -4.85 4.98
O 3.22 -2.96 -1.10
O 0.82 6.55 -1.29
O 2.09 -0.93 -6.42
O -3.19 -5.17 1.01
O -3.63 1.11 -4.07
H 3.01 -1.21 -6.36
H 6.02 -2.61 1.48
H -5.05 4.12 2.43
H 7.32 -2.20 0.83
H 0.84 0.08 -0.30
H 2.31 -3.23 -1.22
H 1.96 -0.39 -5.64
H -0.47 0.05 0.45
H -1.49 -4.68 4.11
H -0.57 4.90 3.15
H -2.67 -5.10 0.21
H -1.74 -5.48 5.37
H 3.67 -3.28 -1.89
H -3.61 -6.03 0.95
H -0.18 6.21 3.80
H -2.94 1.28 -3.44
H 1.08 5.72 -0.90
H -3.34 1.54 -4.87
H -5.50 2.74 2.00
H 0.90 7.19 -0.58
*
```

For the HOMO energy, the calculation gives -11.470 eV. The relative energy (zero: lowest compared OMol25 entry of this formula, charge and spin) is 365.1 kJ/mol. The gap between HOMO and LUMO is 11.464 eV. The calculation puts the LUMO energy at -0.006 eV. As for the SMILES: O.O.O.O.O.O.O.O.O.O. As for the electronic energy: -764.342858 hartree.

> electronic energy of number 3 (H19O9)?

-688.285283 hartree

> Which value of electronic energy does entry 5 give?

-811.479627 hartree

> Which value of electronic energy does entry 2 give?

-901.728663 hartree